1.
This record from the OMol25 dataset describes C22H50N3OP3Pt as an isolated structure in a non-equilibrium geometry. The level of theory is the ωB97M-V functional and the def2-TZVPD basis.

## Properties
E_tot = -61215.8878 eV
Kohn-Sham gap (alpha / beta) = 0.3174 / 0.1912 hartree
<S²> = 6.056
LUMO energy (alpha / beta) = -9.166 / -14.044 eV
Charge = +4
HOMO energy (alpha / beta) = -17.80 / -19.25 eV
2S+1 = 5

```
80
Properties=species:S:1:pos:R:3:mulliken_spin:R:1
Pt 0.340 -0.008 -0.297 0.90
P 1.820 1.134 1.090 0.10
P -0.804 1.743 -1.258 0.23
P 1.661 -0.654 -2.114 0.21
H -2.123 -1.304 -0.547 0.00
C -1.111 -1.595 -0.828 -0.01
C -0.223 -2.072 0.193 0.22
H -0.617 -2.156 1.207 0.01
C 1.382 1.760 2.755 0.02
C 2.546 2.627 0.322 0.01
C 3.228 0.042 1.504 0.05
C -2.188 1.028 -2.190 0.03
C -1.535 2.903 -0.063 0.02
C 0.136 2.810 -2.393 0.02
C 2.493 -2.264 -1.929 0.03
C 3.027 0.486 -2.517 0.03
C 0.718 -0.766 -3.678 0.04
H -0.999 -1.981 -1.839 0.02
H 0.584 -2.773 -0.056 0.02
H 1.013 0.955 3.397 -0.01
H 0.611 2.533 2.683 0.00
H 2.287 2.186 3.211 0.01
H 1.770 3.394 0.198 0.00
H 2.999 2.402 -0.650 0.00
H 3.318 3.021 0.996 0.00
H 2.850 -0.864 1.994 0.00
H 3.889 0.571 2.201 0.01
H 3.790 -0.239 0.605 0.01
H -2.727 1.828 -2.712 0.01
H -2.864 0.518 -1.490 -0.01
H -1.831 0.294 -2.923 -0.01
H -1.786 3.838 -0.582 0.00
H -0.833 3.127 0.752 0.00
H -2.456 2.482 0.365 0.00
H -0.529 3.627 -2.690 0.00
H 0.453 2.263 -3.285 0.00
H 1.013 3.230 -1.890 0.00
H 3.119 -2.444 -2.813 0.01
H 1.759 -3.072 -1.840 0.00
H 3.132 -2.255 -1.038 0.00
H 3.545 0.102 -3.406 0.01
H 3.743 0.531 -1.689 0.00
H 2.649 1.489 -2.739 0.00
H 1.358 -1.242 -4.432 0.01
H 0.426 0.224 -4.047 0.00
H -0.181 -1.377 -3.549 0.00
C -2.424 -0.931 -6.628 0.28
C -3.538 -1.258 -7.435 0.09
C -3.814 -2.607 -7.658 0.04
C -2.983 -3.607 -7.129 0.26
C -1.822 -3.254 -6.433 0.06
C -1.511 -1.909 -6.230 0.07
O -2.230 0.318 -6.090 0.16
H -2.943 0.908 -6.387 -0.01
H -4.165 -0.464 -7.839 0.00
H -4.687 -2.887 -8.250 0.01
H -3.239 -4.658 -7.269 0.00
H -1.148 -4.015 -6.041 0.00
H -0.597 -1.591 -5.725 0.03
C -3.704 1.613 2.918 -0.02
N -3.106 0.535 3.686 0.48
C -4.032 -0.206 4.514 0.01
C -1.910 0.000 3.249 -0.04
N -1.387 0.232 2.072 -0.01
N -1.222 -0.797 4.102 0.44
C -1.549 -1.010 5.488 0.00
C -0.012 -1.432 3.624 -0.06
H -4.551 2.024 3.473 0.01
H -4.057 1.277 1.932 0.03
H -2.977 2.416 2.759 0.01
H -3.896 -1.287 4.411 0.01
H -3.915 0.059 5.577 0.03
H -5.057 0.052 4.218 0.01
H -1.945 0.876 1.517 0.00
H -0.640 -1.366 5.984 0.00
H -1.864 -0.079 5.974 0.02
H -2.320 -1.788 5.604 0.03
H 0.265 -0.953 2.682 0.06
H 0.778 -1.326 4.374 0.01
H -0.190 -2.496 3.444 0.03
```

***

2.
This record from the OMol25 dataset describes C5H9N6OS as an isolated structure in a non-equilibrium geometry. The level of theory is the ωB97M-V functional and the def2-TZVPD basis.

## Properties
E_tot = -27148.4733 eV
Kohn-Sham gap = 0.3526 hartree
Energy above the lowest of the compared OMol25 structures with the same formula, charge and spin = 0.000 eV
LUMO energy = -2.927 eV
Charge = +1
HOMO energy = -12.52 eV
2S+1 = 1

```
22
Properties=species:S:1:pos:R:3:lowdin_charge:R:1
C -1.662 -2.476 -2.279 -0.13
C -1.491 -0.938 -0.727 -0.05
C -0.386 -1.091 -1.497 -0.29
C -1.598 -0.008 0.454 -0.37
C 0.715 0.485 0.015 -0.33
N -0.446 -2.060 -2.417 0.15
N -2.371 -1.865 -1.320 0.18
N -0.431 0.612 0.743 0.23
N 0.794 -0.365 -1.067 -0.29
N 1.322 2.312 2.888 -0.01
N 1.792 1.115 0.357 0.20
O -2.525 0.022 1.220 0.13
S 2.242 -0.418 -2.052 0.90
H -2.090 -3.228 -2.837 0.13
H -3.303 -2.024 -1.062 0.16
H -0.429 1.174 1.507 0.11
H 1.330 3.345 2.640 0.09
H 1.926 2.091 3.769 0.11
H 0.417 2.096 3.270 0.02
H 1.806 1.692 1.226 0.08
H 2.617 1.104 -0.156 0.06
H 1.773 -1.573 -2.675 -0.07
```

***

3.
This record from the OMol25 dataset describes one molecule with the formula C8H10N2OS in a non-equilibrium geometry. The level of theory is the ωB97M-V functional and the def2-TZVPD basis.

## Properties
E_tot = -24315.1099 eV
Kohn-Sham gap (alpha / beta) = 0.2827 / 0.2424 hartree
<S²> = 2.011
Energy above the lowest of the compared OMol25 structures with the same formula, charge and spin = 1.951 eV
LUMO energy (alpha / beta) = 0.649 / -1.309 eV
HOMO energy (alpha / beta) = -7.04 / -7.91 eV
2S+1 = 3

```
22
Properties=species:S:1:pos:R:3:mulliken_spin:R:1
C 1.720 1.976 2.151 0.00
C 2.575 1.420 1.263 0.00
C 0.443 0.847 0.832 0.04
C -2.996 -0.734 0.329 0.01
C -1.756 -0.121 0.834 0.03
C -2.468 1.390 -1.320 1.56
C 2.329 -0.103 -0.725 0.00
C -0.642 0.219 0.173 -0.01
N 0.449 1.517 2.007 -0.01
N 1.761 0.785 0.321 -0.01
O -0.396 -0.243 -1.085 0.02
S -3.642 0.277 -0.973 0.30
H 1.998 2.607 2.987 0.00
H 3.602 1.273 1.324 0.00
H -3.821 -0.735 1.094 0.01
H -2.852 -1.819 -0.049 0.01
H -1.560 -0.081 1.907 0.01
H -2.848 1.995 -2.196 0.05
H 1.581 -0.568 -1.278 0.00
H 3.012 0.446 -1.334 0.00
H 2.913 -0.874 -0.187 0.00
H -1.232 -0.343 -1.479 -0.01
```

***

4.
This record from the OMol25 dataset describes C35H35CaN7O4 as an isolated structure. The level of theory is the ωB97M-V functional and the def2-TZVPD basis.

## Properties
E_tot = -73929.0705 eV
Kohn-Sham gap = 0.2742 hartree
Energy above the lowest of the compared OMol25 structures with the same formula, charge and spin = 0.227 eV
LUMO energy = 0.391 eV
HOMO energy = -7.07 eV
2S+1 = 1

```
82
Properties=species:S:1:pos:R:3:lowdin_charge:R:1
Ca -0.748 -0.209 0.736 1.40
C 2.174 2.340 -0.149 -0.03
C 1.857 1.949 1.270 -0.26
C 2.825 1.370 2.076 -0.02
C 2.548 1.010 3.394 -0.26
C 3.597 0.351 4.246 -0.04
C 1.282 1.258 3.906 -0.01
C 0.292 1.863 3.137 -0.28
C -1.048 2.184 3.742 -0.04
C 0.592 2.191 1.817 -0.08
H 2.294 3.422 -0.235 0.09
H 1.378 2.043 -0.835 0.06
H 3.095 1.864 -0.487 0.07
H 3.812 1.220 1.652 0.12
H 4.415 1.039 4.469 0.08
H 4.025 -0.514 3.734 0.07
H 3.175 0.008 5.190 0.08
H 1.056 0.972 4.928 0.13
H -0.966 3.046 4.407 0.09
H -1.425 1.344 4.323 0.08
H -1.787 2.427 2.975 0.08
H -0.148 2.709 1.217 0.09
C 6.245 -0.413 -1.441 -0.06
C 4.754 -0.600 -1.370 -0.29
C 3.935 -0.351 -2.475 -0.05
C 2.567 -0.488 -2.403 -0.02
C 1.898 -0.891 -1.222 -0.27
N 0.530 -0.922 -1.125 -0.09
C -0.163 -1.090 -2.325 -0.28
C -0.154 -2.331 -2.986 -0.01
C -0.867 -2.557 -4.143 -0.04
C -1.657 -1.554 -4.713 -0.28
C -2.460 -1.813 -5.958 -0.05
C -1.682 -0.327 -4.078 -0.01
C -0.938 -0.091 -2.920 -0.15
N -0.972 1.244 -2.396 -0.08
C -0.898 2.366 -3.141 -0.06
C -1.179 3.432 -2.319 -0.04
C -1.416 2.847 -1.070 -0.16
N -1.285 1.526 -1.114 0.00
C 2.744 -1.207 -0.142 -0.14
C 4.125 -1.030 -0.217 -0.02
N 2.242 -1.800 1.058 -0.07
C 2.825 -2.816 1.729 -0.06
C 2.097 -3.037 2.873 -0.05
C 1.060 -2.099 2.815 -0.14
N 1.161 -1.348 1.720 -0.02
H 6.690 -1.057 -2.203 0.08
H 6.719 -0.652 -0.489 0.07
H 6.508 0.617 -1.693 0.08
H 4.385 -0.024 -3.407 0.11
H 1.963 -0.265 -3.274 0.11
H 0.447 -3.117 -2.545 0.12
H -0.829 -3.534 -4.611 0.12
H -1.816 -2.127 -6.782 0.08
H -2.997 -0.919 -6.275 0.07
H -3.192 -2.606 -5.799 0.08
H -2.295 0.475 -4.477 0.12
H -0.651 2.320 -4.187 0.13
H -1.199 4.476 -2.577 0.10
H -1.677 3.330 -0.141 0.11
H 4.715 -1.240 0.669 0.12
H 3.694 -3.313 1.335 0.13
H 2.274 -3.781 3.629 0.10
H 0.242 -1.922 3.494 0.10
C -4.289 0.226 -1.604 0.01
C -4.320 -0.054 -0.144 -0.34
N -3.276 -0.261 0.637 0.07
C -3.777 -0.477 1.903 -0.13
C -5.139 -0.388 1.878 -0.08
N -5.458 -0.121 0.572 0.18
C -6.244 -0.511 2.863 -0.50
O -5.909 -0.772 4.102 0.13
O -7.385 -0.365 2.481 0.09
C -2.856 -0.762 3.047 -0.59
O -3.360 -0.949 4.168 0.04
O -1.633 -0.790 2.762 -0.16
H -3.588 -0.440 -2.104 0.07
H -3.968 1.252 -1.789 0.08
H -5.276 0.082 -2.043 0.09
H -6.409 -0.013 0.255 0.17
H -4.897 -0.855 4.196 0.06
```

***

5.
This record from the OMol25 dataset describes C31H36MnN4O4S3 as an isolated structure. The level of theory is the ωB97M-V functional and the def2-TZVPD basis.

## Properties
E_tot = -110704.9785 eV
Kohn-Sham gap (alpha / beta) = 0.2717 / 0.2853 hartree
<S²> = 6.050
Energy above the lowest of the compared OMol25 structures with the same formula, charge and spin = 0.012 eV
LUMO energy (alpha / beta) = -2.619 / -2.384 eV
Charge = +1
HOMO energy (alpha / beta) = -10.01 / -10.15 eV
2S+1 = 5

```
79
Properties=species:S:1:pos:R:3:mulliken_spin:R:1
Mn 0.663 -0.148 0.909 3.92
C 3.352 -2.579 3.006 0.00
C 2.911 -1.531 2.028 0.03
O 1.633 -1.306 2.024 0.00
C 3.820 -0.916 1.203 0.02
C 3.506 0.067 0.229 0.01
C 4.607 0.626 -0.618 -0.01
N 2.283 0.494 0.046 -0.09
N 2.065 1.423 -0.975 -0.01
C 0.807 1.644 -1.110 -0.01
O -0.110 1.036 -0.368 -0.02
C 0.316 2.632 -2.095 0.00
C 1.204 3.488 -2.743 0.00
C 0.728 4.421 -3.648 0.00
C -0.633 4.508 -3.912 0.00
C -1.520 3.656 -3.270 0.00
C -1.047 2.720 -2.362 0.00
H 2.746 -2.520 3.908 0.00
H 4.405 -2.474 3.256 0.00
H 3.204 -3.567 2.562 0.00
H 4.858 -1.190 1.310 0.00
H 5.561 0.188 -0.342 0.00
H 4.649 1.710 -0.506 0.00
H 4.401 0.430 -1.670 0.00
H 2.260 3.415 -2.523 0.00
H 1.420 5.087 -4.148 0.00
H -1.001 5.240 -4.620 0.00
H -2.579 3.717 -3.481 0.00
H -1.728 2.039 -1.867 0.00
O -1.115 -0.879 1.496 0.00
S -2.316 -0.832 0.553 0.01
C -3.029 -2.482 0.746 0.00
C -2.023 -3.549 0.324 0.00
C -1.647 -3.507 -1.160 0.00
C -0.261 -4.065 -1.475 0.00
S 0.981 -3.144 -0.519 0.02
O 0.542 -1.710 -0.691 0.04
C 2.395 -3.348 -1.580 0.00
C 3.128 -4.523 -1.501 0.00
C 4.244 -4.671 -2.311 0.00
C 4.622 -3.642 -3.164 0.00
C 3.888 -2.464 -3.214 0.00
C 2.762 -2.307 -2.417 0.00
C -3.522 0.125 1.437 0.00
C -3.346 0.363 2.791 0.00
C -4.281 1.143 3.453 0.00
C -5.364 1.674 2.762 0.00
C -5.517 1.437 1.402 0.00
C -4.584 0.664 0.726 0.00
H -3.940 -2.478 0.142 0.00
H -3.298 -2.588 1.798 0.00
H -2.442 -4.522 0.586 0.00
H -1.140 -3.425 0.957 0.00
H -1.673 -2.480 -1.528 0.00
H -2.374 -4.068 -1.751 0.00
H -0.023 -3.950 -2.532 0.00
H -0.144 -5.113 -1.190 0.00
H 2.840 -5.310 -0.813 0.00
H 4.825 -5.582 -2.267 0.00
H 5.498 -3.757 -3.787 0.00
H 4.193 -1.663 -3.875 0.00
H 2.182 -1.393 -2.426 0.00
H -2.478 -0.036 3.302 0.00
H -4.164 1.338 4.511 0.00
H -6.091 2.281 3.285 0.00
H -6.358 1.857 0.867 0.00
H -4.681 0.490 -0.340 0.00
S 0.516 1.629 2.917 0.07
C -0.677 2.755 2.527 0.00
N -1.413 2.806 1.410 0.00
C -2.202 4.034 1.347 0.00
C -2.224 4.461 2.821 0.00
N -1.044 3.768 3.332 0.00
H -1.114 2.284 0.591 0.00
H -3.199 3.846 0.954 0.00
H -1.704 4.778 0.721 0.00
H -3.128 4.105 3.323 0.00
H -2.144 5.537 2.948 0.00
H -0.735 3.800 4.288 0.00
```